[1]
# C10H34BF4O12Rb

A structure of composition C10H34BF4O12Rb (ωB97M-V/def2-TZVPD, OMol25).

For the energy, the calculation gives -47698.2157 eV. For the HOMO energy, the calculation gives -9.664 eV. As for the lowest unoccupied orbital energy: -0.986 eV.

The geometry in XYZ format:
```
62
Properties=species:S:1:pos:R:3:nbo_charge:R:1
Rb 0.87743 1.93966 4.19207 0.99
B -0.46221 0.32758 0.60801 1.35
F 0.62106 0.54484 -0.26472 -0.57
F -0.89815 -0.99815 0.55058 -0.53
F -0.02443 0.60273 1.91964 -0.59
F -1.49845 1.20396 0.22764 -0.57
O -0.61755 -1.24427 3.87888 -0.98
H -1.53880 -1.35166 4.14820 0.49
H -0.66311 -1.16113 2.91905 0.49
O 0.97911 -2.21677 0.29183 -0.99
H 0.17347 -1.71564 0.09529 0.48
H 1.26186 -2.57803 -0.55795 0.47
C -1.32264 -0.99343 -4.53730 -0.09
C -2.05698 -1.36630 -3.22505 -0.09
O -1.15752 -1.93008 -2.28271 -0.73
O -0.33051 -0.03072 -4.22714 -0.72
H -2.02396 -0.54869 -5.23802 0.18
H -0.86326 -1.91406 -4.90282 0.16
H -2.86737 -2.08753 -3.37393 0.17
H -2.51941 -0.45285 -2.83407 0.17
H -0.83965 -1.19254 -1.74699 0.47
H 0.45471 -0.49459 -3.92544 0.47
C 3.98754 -0.37308 -3.29950 -0.09
C 2.95611 -0.24294 -2.19639 -0.09
O 2.86059 1.08842 -1.75280 -0.75
O 5.31924 -0.17372 -2.80135 -0.73
H 3.82577 0.43924 -4.01662 0.18
H 3.94930 -1.41351 -3.61706 0.18
H 3.34183 -0.86545 -1.37006 0.18
H 2.00488 -0.71667 -2.46613 0.14
H 2.08407 1.19057 -1.19443 0.50
H 5.28004 0.55216 -2.16551 0.47
C -3.71769 -2.66004 1.78608 -0.09
C -4.54421 -1.41420 1.96531 -0.08
O -3.73887 -0.25537 1.92698 -0.72
O -2.96256 -2.91603 2.97560 -0.74
H -3.12512 -2.63809 0.86746 0.18
H -4.41208 -3.50766 1.65100 0.16
H -5.20144 -1.45236 2.83128 0.19
H -5.26672 -1.42103 1.13426 0.16
H -3.40754 -0.10852 1.03598 0.48
H -2.32371 -3.60451 2.76057 0.48
C 3.97133 -1.51497 2.43789 -0.10
C 4.06367 -0.05895 2.81750 -0.08
O 2.86005 0.58755 2.50698 -0.78
O 3.67659 -1.63839 1.02611 -0.76
H 3.06782 -1.91268 2.91232 0.18
H 4.79829 -2.17498 2.68995 0.19
H 4.94157 0.48088 2.44595 0.17
H 4.22666 -0.03191 3.90317 0.16
H 2.56823 0.32036 1.62159 0.51
H 2.76077 -1.95500 0.98689 0.51
C -1.77670 4.88637 0.86493 -0.09
C -2.02772 5.14773 -0.62047 -0.09
O -1.38308 4.20796 -1.46916 -0.72
O -2.37116 3.68826 1.31532 -0.73
H -2.20112 5.71511 1.43585 0.18
H -0.68846 4.89327 1.02882 0.15
H -1.82130 6.19521 -0.83895 0.18
H -3.10481 5.00269 -0.77766 0.16
H -1.26937 3.37309 -1.00486 0.47
H -1.88434 2.93884 0.94813 0.48
```


[2]
# H5NO3

A cluster of 2 separate species, H5NO3 in total (ωB97M-V/def2-TZVPD, OMol25).

For the energy, the calculation gives -7708.4391 eV. As for the energy above the lowest of the compared OMol25 structures with the same formula, charge and spin: 41.1 kJ/mol. For the HOMO energy, the calculation gives -9.579 eV. As for the lowest unoccupied orbital energy: 0.703 eV. Its structure (SMILES) is NO.OO.

The geometry in XYZ format:
```
9
Properties=species:S:1:pos:R:3:nbo_charge:R:1
N 1.33718 0.89707 -1.59981 -0.51
O 0.33213 0.61527 -2.63151 -0.59
H 1.49545 0.00851 -1.10479 0.33
H 2.12279 0.96703 -2.24492 0.32
H 0.62577 1.27173 -3.26521 0.45
O -0.31163 -0.35138 2.01446 -0.46
O -1.49798 -1.09063 2.43310 -0.45
H 0.29974 -0.98629 1.65245 0.45
H -2.08415 -0.92645 1.63267 0.46
```


[3]
# C2H2N4

The molecule C2H2N4 (ωB97M-V/def2-TZVPD, OMol25).

For the energy, the calculation gives -8062.6262 eV. As for the energy above the lowest of the compared OMol25 structures with the same formula, charge and spin: 338.2 kJ/mol. For the HOMO energy, the calculation gives -9.271 eV. As for the lowest unoccupied orbital energy: -0.771 eV. Its structure (SMILES) is c1nncnn1.

The geometry in XYZ format:
```
8
Properties=species:S:1:pos:R:3:nbo_charge:R:1
C -0.36235 -1.32875 -0.02049 0.12
N 0.05954 -0.73956 1.02652 -0.23
N 0.64168 0.46983 1.11033 -0.20
C 0.32306 1.22860 0.08814 0.14
N 0.17864 0.67207 -1.15367 -0.16
N -0.00768 -0.53739 -1.40786 -0.10
H -1.16755 -2.08129 0.20236 0.23
H 0.33466 2.31648 0.15466 0.21
```


[4]
# C3H7ClFN2O2

A cluster of 2 separate species, C3H7ClFN2O2 in total (ωB97M-V/def2-TZVPD, OMol25).

For the energy, the calculation gives -25538.1944 eV. As for the energy above the lowest of the compared OMol25 structures with the same formula, charge and spin: 17.2 kJ/mol. For the HOMO energy, the calculation gives -4.242 eV. As for the net charge: -1. As for the lowest unoccupied orbital energy: 3.313 eV.

The geometry in XYZ format:
```
16
Properties=species:S:1:pos:R:3:nbo_charge:R:1
C 0.04069 -0.53160 0.58410 -0.16
H -0.44819 1.21002 -0.55156 0.20
C -0.04807 0.19889 -0.76543 0.03
H -0.92858 -1.06352 0.66199 0.29
C 0.36751 0.32491 1.78859 -0.63
H 1.35557 0.79507 1.70774 0.22
H -0.38213 1.12546 1.87282 0.24
H 0.32245 -0.28702 2.69915 0.22
N -0.74836 -0.56693 -1.70398 -0.84
H -1.04918 -0.02415 -2.50503 0.37
H -1.58087 -1.01842 -1.20674 0.42
N 1.37186 0.58980 -1.28032 0.53
O 1.77572 0.12474 -2.31647 -0.37
O 1.98476 1.40270 -0.60806 -0.42
Cl 1.28062 -1.91155 0.48310 -0.14
F -3.31379 -0.36840 1.14010 -0.99
```